# 1
14
Properties=species:S:1:pos:R:3 method="wB97M-V/def2-TZVPD" gap_ha=0.3703 energy_ev=-9277.0638 de_lowest_kcal_mol=65.6 multiplicity=1 smiles=NC[C@@H](O)NO fmax_ev_per_a=2.49
N 1.80 -0.20 -1.07
C 0.37 0.12 -0.87
C 0.02 -0.15 0.59
O 0.75 0.63 1.49
N -1.45 0.24 0.71
O -2.27 -0.72 0.04
H 2.40 0.34 -0.45
H 1.98 -1.20 -0.98
H 0.22 1.18 -1.10
H -0.22 -0.52 -1.52
H 0.19 -1.20 0.87
H 0.61 1.56 1.27
H -1.70 0.16 1.69
H -2.70 -0.23 -0.67



# 2
14
Properties=species:S:1:pos:R:3 method="wB97M-V/def2-TZVPD" gap_ha="0.2926 / 0.2935" energy_ev=-9274.0150 de_lowest_kcal_mol=136.0 multiplicity=1 fmax_ev_per_a=1.10
C 2.38 -0.64 0.65
N 0.99 -0.28 0.55
H 0.47 -0.85 1.22
H -0.25 0.65 0.32
H 2.51 -1.71 0.46
H 2.97 -0.08 -0.08
H 2.78 -0.46 1.66
C -1.25 0.30 -0.40
N -1.36 1.32 -1.38
O -2.42 0.23 0.42
O -0.73 -0.83 -0.74
H -2.54 -0.70 0.64
H -1.66 0.95 -2.28
H -1.92 2.10 -1.05



Copy entry 2 word for word.
14
Properties=species:S:1:pos:R:3 method="wB97M-V/def2-TZVPD" gap_ha="0.2926 / 0.2935" energy_ev=-9274.0150 de_lowest_kcal_mol=136.0 multiplicity=1 fmax_ev_per_a=1.10
C 2.38 -0.64 0.65
N 0.99 -0.28 0.55
H 0.47 -0.85 1.22
H -0.25 0.65 0.32
H 2.51 -1.71 0.46
H 2.97 -0.08 -0.08
H 2.78 -0.46 1.66
C -1.25 0.30 -0.40
N -1.36 1.32 -1.38
O -2.42 0.23 0.42
O -0.73 -0.83 -0.74
H -2.54 -0.70 0.64
H -1.66 0.95 -2.28
H -1.92 2.10 -1.05